Here is a cluster of 2 separate species, C5H14O3 in total in a non-equilibrium geometry from the Open Molecules 2025 dataset. Energies are from ωB97M-V/def2-TZVPD.

Values from the calculation:
Gap between HOMO and LUMO (eV): 10.25
Relative energy (zero: lowest compared OMol25 entry of this formula, charge and spin) (kcal per mole): 105.1
SMILES string: CC(C)OO.CCO
LUMO level (eV): 0.843
E (eV): -11549.56674
E_HOMO (eV): -9.403

```
! RIJCOSX wB97M-V def2-TZVPD def2/J DEFGRID3
* xyz 0 1
C -0.3904 -2.0667 1.7036
C 0.8500 -1.2342 1.3932
C 1.1603 -0.2073 2.4764
O 0.7612 -0.6259 0.1030
O -0.3511 0.2935 0.0904
H -0.5858 -2.7761 0.8993
H -1.2592 -1.4212 1.8255
H -0.2392 -2.6260 2.6261
H 1.7129 -1.8923 1.2414
H 2.0239 0.3921 2.1913
H 1.3612 -0.7101 3.4215
H 0.3142 0.4657 2.6085
H -0.8363 0.1272 -0.9241
C -0.6422 0.5132 -2.6737
C -0.5942 2.1789 -1.9857
O 0.3846 2.3642 -1.0944
H -0.6471 -0.5443 -2.3924
H -1.4846 0.6250 -3.3530
H 0.2448 0.5126 -3.3055
H -1.6094 2.2827 -1.5808
H -0.4484 2.7865 -2.8816
H 0.2750 1.5624 -0.3889
*
```



Here is a cluster of 4 separate species, C5H14O3 in total in a non-equilibrium geometry from the Open Molecules 2025 dataset. Energies are from ωB97M-V/def2-TZVPD.

Values from the calculation:
Gap between HOMO and LUMO (eV): 9.56
Relative energy (zero: lowest compared OMol25 entry of this formula, charge and spin) (kcal per mole): 33.9
SMILES string: C=CC(=C)C.O.O.O
LUMO level (eV): 0.368
E (eV): -11552.65458
E_HOMO (eV): -9.189

```
! RIJCOSX wB97M-V def2-TZVPD def2/J DEFGRID3
* xyz 0 1
C -0.1665 -1.0516 -1.5777
C -0.3789 -0.6467 -0.3061
C -1.1913 0.5811 -0.1795
C -2.1520 1.0189 -0.9916
C -0.7797 1.3627 1.0479
H -0.6266 -0.4973 -2.3818
H 0.2310 -2.0210 -1.8568
H 0.1663 -0.9853 0.5612
H -2.5817 1.9857 -0.7469
H -2.7406 0.4134 -1.6683
H -0.9028 0.6487 1.8825
H -1.3612 2.2175 1.4223
H 0.2435 1.7063 1.1440
O 2.7620 0.0425 -2.0639
H 3.1208 -0.8649 -1.9801
H 1.8150 -0.0546 -2.2477
O -1.3910 -2.4992 2.9761
H -0.9137 -2.2682 2.1518
H -1.7195 -1.8015 3.5131
O 2.6260 0.7182 0.7562
H 3.4357 1.2234 0.7795
H 2.5052 0.7718 -0.2341
*
```



Here is a cluster of 3 separate species, C5H14O3 in total in a non-equilibrium geometry from the Open Molecules 2025 dataset. Energies are from ωB97M-V/def2-TZVPD.

Values from the calculation:
Gap between HOMO and LUMO (eV): 10.62
Relative energy (zero: lowest compared OMol25 entry of this formula, charge and spin) (kcal per mole): 17.3
SMILES string: C=CCCCO.O.O
LUMO level (eV): 0.708
E (eV): -11553.37264
E_HOMO (eV): -9.910

```
! RIJCOSX wB97M-V def2-TZVPD def2/J DEFGRID3
* xyz 0 1
C 2.9969 -0.2898 -0.8597
C 1.6646 -0.4088 -0.8612
C 0.5200 0.5006 -1.1976
C -0.4188 0.8907 -0.0422
C -0.9629 -0.3397 0.6703
O -1.8646 -1.0387 -0.1907
H 3.5607 -1.1291 -0.4715
H 3.5643 0.5714 -1.1830
H 1.3879 -1.4169 -0.5710
H 0.9101 1.3025 -1.8462
H -0.1318 -0.0077 -1.9002
H -1.3434 1.3650 -0.3955
H 0.0589 1.5086 0.7194
H -0.1549 -0.9619 1.0545
H -1.4412 -0.0514 1.6111
H -2.2648 -1.7251 0.3192
O -4.0089 0.9342 -0.1425
H -4.8203 0.5153 -0.3823
H -3.3938 0.4235 -0.7191
O 1.6587 -0.1254 2.1685
H 2.2835 -0.4130 2.8495
H 2.1997 -0.1046 1.3704
*
```



Here is the ion C5H14OP with charge +1 in a non-equilibrium geometry from the Open Molecules 2025 dataset. Energies are from ωB97M-V/def2-TZVPD.

Values from the calculation:
Gap between HOMO and LUMO (eV): 12.16
Relative energy (zero: lowest compared OMol25 entry of this formula, charge and spin) (kcal per mole): 9.8
LUMO level (eV): -3.059
E (eV): -16741.67592
E_HOMO (eV): -15.220

```
! RIJCOSX wB97M-V def2-TZVPD def2/J DEFGRID3
* xyz 1 1
C -2.4728 0.6332 0.3033
C 2.4948 0.7876 0.1923
C -0.2181 -0.8475 -1.8013
C -1.0545 0.8528 0.4834
C 1.7903 -0.4793 0.6480
O -0.5567 -1.9282 0.5124
P 0.0330 -0.5827 0.0188
H -2.6887 0.3718 -0.7183
H -3.0027 -0.0360 1.0219
H -3.0438 1.5334 0.7008
H 3.2701 1.1671 0.9989
H 2.9949 0.6641 -0.7604
H 1.6287 1.4867 0.0898
H -0.8539 -1.6762 -1.9722
H 0.7852 -1.1257 -2.1645
H -0.6913 0.1121 -2.1360
H -0.7416 1.3194 1.5265
H -0.7264 1.8073 -0.2393
H 1.7872 -0.6156 1.7659
H 2.2163 -1.3401 0.1635
H -0.9499 -2.1044 1.3667
*
```